This record from the OMol25 dataset describes a structure of composition C17H22BrI3KN3O2. The level of theory is the ωB97M-V functional and the def2-TZVPD basis.

The max |F| is 0.01142 hartree/bohr. For the LUMO energy, the calculation gives -0.302 eV. The calculation puts the frontier orbital gap at 8.422 eV. The energy above the lowest of the compared OMol25 structures with the same formula, charge and spin comes out at 0.00 kJ/mol.

Geometry as ORCA input:
```
! RIJCOSX wB97M-V def2-TZVPD def2/J DEFGRID3
* xyz 0 1
K 0.22 0.25 0.40
I -1.22 -2.96 -0.62
C -0.33 -3.27 -2.52
I 0.65 -1.53 -3.24
H -1.09 -3.54 -3.23
H 0.41 -4.06 -2.43
N 2.71 -0.79 1.30
C 2.64 -1.83 2.33
C 1.20 -2.16 2.69
C 0.48 -1.05 3.44
C -1.02 -1.28 3.58
N -1.72 -1.06 2.30
H 3.63 -0.80 0.87
H 2.61 0.15 1.69
H 3.19 -1.54 3.24
H 3.13 -2.72 1.94
H 1.18 -3.06 3.32
H 0.66 -2.41 1.77
H 0.63 -0.08 2.95
H 0.92 -0.94 4.43
H -1.41 -0.63 4.37
H -1.20 -2.31 3.89
H -1.82 -0.05 2.17
H -2.68 -1.40 2.37
Br 3.33 7.12 1.92
C 1.71 6.18 2.24
C 0.56 6.88 2.57
C -0.62 6.18 2.77
C -0.65 4.80 2.61
C 0.50 4.11 2.27
C 1.70 4.81 2.10
C 0.48 2.62 2.01
O 1.57 2.08 1.67
O -0.63 2.03 2.08
H 0.59 7.96 2.67
H -1.52 6.72 3.03
H -1.57 4.24 2.73
H 2.59 4.25 1.85
I -1.29 3.44 -1.34
C 0.80 3.22 -1.36
C 1.61 4.31 -1.10
C 2.98 4.11 -1.09
C 3.47 2.84 -1.34
C 2.57 1.81 -1.59
N 1.25 2.00 -1.60
H 1.18 5.28 -0.89
H 3.64 4.93 -0.88
H 4.53 2.63 -1.34
H 2.91 0.80 -1.78
*
```

=====

This record from the OMol25 dataset describes a structure of composition C16H25N2O7S3Ta in a non-equilibrium geometry. The level of theory is the ωB97M-V functional and the def2-TZVPD basis.

The max |F| is 0.02224 hartree/bohr. For the LUMO energy, the calculation gives -7.889 eV. The calculation puts the frontier orbital gap at 6.394 eV. The energy above the lowest of the compared OMol25 structures with the same formula, charge and spin comes out at 125.73 kJ/mol.

Geometry as ORCA input:
```
! RIJCOSX wB97M-V def2-TZVPD def2/J DEFGRID3
* xyz 2 1
Ta -0.17 -0.32 0.83
C -1.78 -1.28 -2.27
C -2.78 -0.62 -1.38
O -2.20 0.44 -0.60
C -2.16 1.73 -1.23
C -0.96 1.89 -2.13
O 0.10 1.21 -1.48
C 1.34 1.29 -2.15
C 2.33 0.56 -1.28
O 1.75 -0.59 -0.63
C 1.73 -1.80 -1.44
C 0.52 -1.85 -2.32
O -0.60 -1.51 -1.50
H -1.53 -0.66 -3.14
H -2.18 -2.23 -2.64
H -3.18 -1.33 -0.66
H -3.62 -0.23 -1.96
H -2.11 2.44 -0.40
H -3.08 1.91 -1.77
H -0.74 2.95 -2.24
H -1.11 1.46 -3.12
H 1.67 2.33 -2.24
H 1.25 0.87 -3.15
H 2.68 1.20 -0.47
H 3.19 0.24 -1.87
H 1.70 -2.62 -0.73
H 2.64 -1.87 -2.03
H 0.42 -2.87 -2.72
H 0.57 -1.17 -3.16
S 1.07 3.01 3.78
C 0.60 1.88 2.78
S 0.09 2.08 1.12
S 0.57 0.16 3.10
O -4.60 -0.68 2.78
C -4.50 -1.96 2.42
C -5.62 -2.76 2.64
C -5.60 -4.09 2.28
C -4.46 -4.68 1.69
C -3.36 -3.91 1.47
C -3.35 -2.54 1.83
C -2.19 -1.77 1.58
O -2.11 -0.49 1.75
O -1.08 -2.24 1.11
H -3.79 -0.19 2.58
H -6.49 -2.32 3.10
H -6.48 -4.70 2.45
H -4.47 -5.72 1.42
H -2.47 -4.33 1.01
N 1.42 -3.33 1.08
N 1.47 -2.02 1.67
H 0.46 -3.64 1.12
H 1.99 -3.97 1.63
H 2.43 -1.68 1.58
H 1.25 -2.08 2.66
*
```

=====

This record from the OMol25 dataset describes an isolated molecule of C4H6I2 in a non-equilibrium geometry. The level of theory is the ωB97M-V functional and the def2-TZVPD basis.

The max |F| is 0.08062 hartree/bohr. For the LUMO energy, the calculation gives 0.238 eV. The calculation puts the frontier orbital gap at 7.775 eV. The energy above the lowest of the compared OMol25 structures with the same formula, charge and spin comes out at 221.51 kJ/mol.

Geometry as ORCA input:
```
! RIJCOSX wB97M-V def2-TZVPD def2/J DEFGRID3
* xyz 0 1
C -1.26 -0.52 0.08
C -1.58 0.84 -0.10
C 0.12 -0.16 0.69
C 1.33 0.15 -0.14
I -1.05 2.08 -1.69
I 0.16 0.02 2.82
H -1.79 -0.92 0.83
H -1.24 -1.11 -0.87
H -2.18 1.37 0.60
H 2.05 -0.63 0.10
H 1.65 1.27 0.18
H 1.24 -0.03 -1.29
*
```

=====

This record from the OMol25 dataset describes an isolated molecule of C4H6N2O in a non-equilibrium geometry. The level of theory is the ωB97M-V functional and the def2-TZVPD basis.

The max |F| is 0.04490 hartree/bohr. For the LUMO energy, the calculation gives 0.828 eV. The calculation puts the frontier orbital gap at 8.114 eV. Its SMILES is Nc1ccc(O)[nH]1. The energy above the lowest of the compared OMol25 structures with the same formula, charge and spin comes out at 179.78 kJ/mol.

Geometry as ORCA input:
```
! RIJCOSX wB97M-V def2-TZVPD def2/J DEFGRID3
* xyz 0 1
N -2.11 -0.60 0.16
C -0.88 -0.03 0.49
C -0.38 1.22 0.21
C 0.96 0.99 -0.16
C 1.17 -0.37 -0.12
O 2.26 -1.14 -0.32
N 0.10 -0.98 0.44
H -1.95 -0.59 -0.90
H -2.78 0.12 0.42
H -0.92 2.16 0.17
H 1.65 1.75 -0.48
H 3.00 -0.54 -0.38
H -0.12 -1.97 0.46
*
```